{
  "formula": "C16H19FN2O2",
  "method": "ωB97M-V with the def2-TZVPD basis set",
  "elements": ["C", "C", "C", "O", "O", "C", "C", "C", "C", "C", "C", "C", "N", "C", "C", "C", "C", "C", "F", "N", "C", "H", "H", "H", "H", "H", "H", "H", "H", "H", "H", "H", "H", "H", "H", "H", "H", "H", "H", "H"],
  "xyz": [[3.593, -3.767, 0.879], [4.135, -2.190, 1.000], [3.194, -1.501, 2.178], [2.642, -2.226, 3.182], [2.999, -0.038, 2.113], [1.895, 0.267, 1.144], [2.339, 1.306, -0.043], [1.399, 1.266, -1.390], [2.225, 1.235, -2.844], [1.400, 1.242, -4.263], [-0.237, 1.259, -4.186], [-1.120, 1.276, -2.768], [-2.615, 1.270, -2.917], [-3.219, 1.282, -1.540], [-2.428, 1.345, -0.119], [-3.253, 1.363, 1.330], [-4.618, 0.456, 1.321], [-4.659, -0.677, 2.551], [-5.771, 1.372, 1.518], [-0.929, 1.356, -0.035], [-0.269, 1.296, -1.383], [4.002, -4.314, -0.078], [2.412, -3.727, 0.895], [3.975, -4.295, 1.879], [5.277, -2.128, 1.283], [4.026, -1.613, -0.038], [1.363, -0.710, 0.765], [1.077, 0.840, 1.798], [2.445, 2.405, 0.373], [3.440, 0.986, -0.370], [3.409, 1.226, -2.859], [1.925, 1.247, -5.321], [-0.836, 1.277, -5.212], [-4.411, 1.243, -1.485], [-2.510, 0.834, 2.100], [-3.418, 2.455, 1.744], [-4.752, -0.131, 0.317], [-4.882, -0.093, 3.564], [-5.586, -1.385, 2.309], [-3.660, -1.310, 2.610]],
  "forces_ev_per_a": [[0.376, 0.713, 0.928], [-0.839, -0.258, -0.171], [-2.025, -2.482, 4.180], [3.713, 5.032, -6.733], [-0.606, -3.237, -1.276], [-1.976, 1.171, 0.576], [0.761, -0.539, -0.474], [0.135, 0.002, -3.868], [-4.143, 0.120, 0.996], [-3.578, 0.103, 3.593], [2.689, 0.044, 1.584], [1.727, -0.011, -1.080], [2.854, 0.035, 7.103], [1.989, 0.105, -0.851], [2.262, -0.061, -1.949], [1.225, -0.883, -0.023], [0.255, -0.309, 0.831], [-0.842, 0.803, -0.498], [2.032, -1.816, -0.542], [-4.148, -0.337, -4.761], [0.082, 0.125, -0.081], [-0.812, 1.199, 1.974], [2.550, -0.281, -0.136], [-1.030, 0.961, -2.412], [-2.408, -0.110, -0.287], [-0.018, -1.093, 2.421], [1.317, 1.893, 0.474], [1.762, -1.410, -1.464], [-0.484, -2.273, -0.771], [-2.416, 0.703, 0.496], [-2.825, 0.011, 0.194], [-1.185, -0.032, 2.560], [1.342, -0.071, 2.564], [2.968, 0.181, -0.287], [-1.512, 1.246, -1.754], [0.085, -2.245, -1.152], [0.089, 1.431, 1.809], [0.656, -1.382, -2.189], [2.120, 1.485, 0.671], [-2.142, 1.468, -0.194]],
  "mulliken_charge": [-0.8514, -0.1994, 0.4131, -0.5179, -0.3326, -0.3858, -0.4755, 0.4611, -0.6114, -0.4049, -0.3662, 0.3364, -0.5325, -0.2440, 0.3334, -0.5368, 0.2422, -1.0574, -0.3600, -0.2856, 0.3228, 0.3138, 0.2584, 0.2275, 0.3148, 0.1626, 0.3123, 0.1691, 0.2979, 0.2266, 0.2031, 0.2937, 0.2760, 0.3014, 0.1800, 0.3289, 0.2919, 0.2822, 0.2968, 0.3156],
  "de_lowest_kj_mol": 1688.1,
  "homo_energy_ev": -8.445,
  "orbital_gap_ev": 7.0,
  "smiles": "CCC(=O)OCCc1cccc2ncc(C[C@@H](C)F)nc12"
}